# C29H16BrF5MnN3O3Se

C29H16BrF5MnN3O3Se as an isolated structure in a non-equilibrium geometry (ωB97M-V with the def2-TZVPD basis set, the Open Molecules 2025 dataset).

Results
Expectation value of S²: 3.9489
Spin multiplicity: 4
Gap between HOMO and LUMO (alpha / beta): 5.11 / 4.09 eV
Energy relative to the best compared isomer or geometry (same formula, charge and spin): 55.4 kJ/mol
Net charge: +1
Lowest unoccupied orbital energy (alpha / beta): -0.176 / -0.216 Ha

Atoms and positions in Å:
Mn  -0.386  -0.511  -0.510
C  0.489  -0.513  3.593
C  0.762  -0.385  2.128
O  -0.152  -0.785  1.367
C  2.004  0.154  1.651
C  3.097  0.314  2.534
C  4.320  0.712  2.073
C  4.480  0.974  0.703
C  3.430  0.861  -0.175
C  2.171  0.459  0.285
O  1.181  0.388  -0.586
H  -0.561  -0.748  3.742
H  0.746  0.409  4.113
H  1.091  -1.319  4.018
H  2.969  0.095  3.586
H  5.156  0.813  2.751
H  5.452  1.270  0.327
H  3.546  1.058  -1.233
Br  -4.179  4.285  6.023
C  -4.996  3.586  4.489
C  -4.671  2.299  4.073
C  -5.268  1.781  2.940
C  -6.189  2.554  2.233
C  -6.528  3.828  2.672
C  -5.922  4.354  3.799
N  -6.904  2.080  1.105
N  -6.604  1.054  0.492
C  -5.415  0.453  0.242
C  -5.449  -0.932  -0.040
C  -4.318  -1.678  -0.256
C  -3.066  -1.036  -0.272
O  -1.953  -1.612  -0.541
C  -3.024  0.402  -0.043
N  -1.781  0.930  -0.135
C  -1.634  2.239  -0.095
C  -2.734  3.094  0.035
C  -3.994  2.568  0.172
C  -4.163  1.171  0.156
H  -3.959  1.713  4.638
H  -5.043  0.770  2.624
H  -7.262  4.396  2.114
H  -6.173  5.346  4.149
H  -6.424  -1.402  -0.050
H  -4.367  -2.743  -0.436
H  -0.624  2.621  -0.179
H  -2.578  4.164  0.020
H  -4.847  3.228  0.255
F  0.472  1.492  -6.771
C  0.571  0.652  -5.758
C  1.482  -0.391  -5.800
F  2.249  -0.542  -6.871
C  1.599  -1.262  -4.734
F  2.492  -2.240  -4.820
C  0.820  -1.124  -3.592
Se  0.958  -2.258  -2.092
C  -0.072  -0.080  -3.609
F  -0.861  0.079  -2.505
C  -0.226  0.812  -4.640
F  -1.111  1.799  -4.566

Mulliken atomic charge list, values in e, 4 entries:
1 Mn 0.524
2 C -1.830
3 C 1.337
4 O -0.559